(1)
ORCA calculation (ωB97M-V with the def2-TZVPD basis set) on 2 unconnected molecules or ions with the total composition C3H9N2O at a distorted geometry.

The geometry in XYZ format:
```
15
Properties=species:S:1:pos:R:3
C -1.11317 -0.17381 1.24730
C -0.83343 0.23097 -1.19895
C 2.95853 0.96033 -0.08467
N 2.49988 -0.09843 -0.01648
N -0.80085 -0.65119 -0.04259
O 1.75999 -1.05283 -0.04780
H -0.48795 0.62446 1.54940
H -2.22089 0.15103 1.23584
H -1.17544 -0.96538 2.07865
H -0.55357 -0.36246 -2.12185
H -1.82516 0.60376 -1.17968
H -0.26493 1.18275 -1.08024
H 3.46753 1.91744 -0.24631
H -1.57335 -1.38329 -0.14083
H 0.16282 -0.98335 0.04821
```

Properties
Charge: +1
HOMO: -14.67 eV
Kohn-Sham gap: 11.47 eV
DFT total energy: -304.0747 Eh
LUMO level: -0.117 Eh

(2)
ORCA calculation (ωB97M-V with the def2-TZVPD basis set) on 15 unconnected molecules or ions with the total composition C4H40N2O15 at a distorted geometry.

The geometry in XYZ format:
```
61
Properties=species:S:1:pos:R:3
C 0.64157 -1.82533 0.39586
C -0.51287 -1.06715 -0.31874
C -0.72928 -2.04138 -1.62118
O -2.05006 -2.12231 -1.96076
N -0.21783 0.27963 -0.78288
C 0.24579 1.32497 0.14538
N 1.73949 1.48701 0.17474
H 0.49474 -1.73667 1.47405
H 1.58309 -1.41058 0.12008
H 0.72768 -2.88578 0.27873
H -1.53994 -0.98138 0.11393
H -0.07602 -1.60040 -2.35172
H -0.50639 -3.11354 -1.38495
H -2.63677 -1.76346 -1.28166
H 0.32955 0.31209 -1.66848
H 0.01437 0.90748 1.18163
H -0.23288 2.27922 -0.20207
H 2.26140 0.59039 0.13345
H 1.97520 1.96480 -0.69712
H 3.72715 -2.31970 1.89858
H 3.86044 -0.80865 1.96398
O 4.00228 -1.56065 1.37706
H -0.31302 1.62364 3.25953
H 1.20500 1.93077 3.42545
O 0.53573 1.23653 3.48357
H 2.78181 0.41236 3.45351
H 2.16431 0.91143 2.09717
O 2.95575 0.46781 2.49530
H 0.05974 -1.39872 -4.59394
H 1.53125 -1.33128 -4.53453
O 0.74748 -0.75619 -4.73150
H -1.26688 2.09835 -1.95178
H -2.17309 3.29796 -1.73623
O -2.14587 2.37327 -1.88040
H 3.60298 -0.91092 -0.18991
H 4.30853 -0.80131 -1.58274
O 3.52434 -0.59961 -1.10991
H -4.61110 0.38173 -1.46735
H -3.57523 1.53427 -1.10584
O -4.38368 1.08495 -0.87158
H 0.75701 0.58461 -3.81987
H 0.40350 2.08650 -3.64737
O 0.87384 1.36804 -3.25997
H -0.02375 4.22431 -2.91924
H 0.90815 3.25987 -2.27384
O 0.01479 3.68044 -2.11142
H -2.11223 -3.18669 2.60122
H -2.27081 -1.90731 3.40206
O -2.79992 -2.72042 3.12426
H -2.29834 1.42368 2.63913
H -2.28095 1.90711 4.04014
O -1.73846 1.48941 3.42909
H -3.97464 0.92757 0.84807
H -3.68040 -0.11210 2.00522
O -3.31976 0.68475 1.50420
H -1.42835 -0.18252 4.20197
H -0.57158 -1.36308 4.38114
O -1.42054 -1.09584 4.71732
H 2.30215 -2.96297 -2.80058
H 2.45498 -1.48757 -2.40634
O 2.15656 -2.08144 -3.10189
```

Properties
HOMO: -8.15 eV
Kohn-Sham gap: 8.39 eV
DFT total energy: -1414.4333 Eh
LUMO level: 0.009 Eh

(3)
ORCA calculation (ωB97M-V with the def2-TZVPD basis set) on 2 unconnected molecules or ions with the total composition C2H3ClN2O at a distorted geometry.

The geometry in XYZ format:
```
9
Properties=species:S:1:pos:R:3
H -1.61484 0.58139 1.52237
N -1.83198 0.38755 0.55283
C -1.07388 0.96864 -0.23613
Cl 0.15713 2.16951 -0.01172
H -1.04889 0.68891 -1.38222
N 0.71990 -1.31815 -0.25851
C 1.79259 -0.94482 0.06571
O 2.75527 -0.40260 0.36346
H 0.14470 -2.13045 -0.61579
```

Properties
HOMO: -10.74 eV
Kohn-Sham gap: 11.45 eV
SMILES: [H]/N=C\Cl.N=C=O
DFT total energy: -722.9281 Eh
LUMO level: 0.026 Eh

(4)
ORCA calculation (ωB97M-V with the def2-TZVPD basis set) on C4H8N2O2 in the gas phase at a distorted geometry.

The geometry in XYZ format:
```
16
Properties=species:S:1:pos:R:3
C 0.63366 1.67444 0.81079
C -0.11314 0.67653 0.00238
C 0.34946 0.29856 -1.36405
O 1.36955 -0.48184 -0.74432
C 0.67283 -1.53153 0.35480
O 0.20320 -2.54278 -0.06326
N -0.87239 -0.20264 0.65856
N -1.97969 -0.68097 -0.09696
H 1.04508 1.21418 1.71084
H 1.43503 2.14719 0.24726
H -0.08644 2.42845 1.14152
H 0.77752 1.10636 -1.95716
H -0.34820 -0.31809 -1.93173
H 1.38177 -1.39298 1.17216
H -1.73707 -1.58409 -0.51052
H -2.73119 -0.81079 0.56969
```

Properties
HOMO: -9.10 eV
Kohn-Sham gap: 9.19 eV
SMILES: C/C(COC=O)=N/N
DFT total energy: -417.0658 Eh
LUMO level: 0.004 Eh

(5)
ORCA calculation (ωB97M-V with the def2-TZVPD basis set) on a molecular structure, C8H15O2P at a distorted geometry.

The geometry in XYZ format:
```
26
Properties=species:S:1:pos:R:3
O 0.11365 -0.60739 2.21106
O -1.42243 0.75668 0.43025
C -1.70017 -0.01689 -0.74781
C -0.75881 -0.96707 -1.14964
C -2.97348 0.09182 -1.49376
C 0.72001 2.71505 2.07932
C 1.74202 -0.69348 -1.25584
C 0.57430 -2.54637 0.25385
C 1.08398 1.67871 0.97773
C 0.47023 -1.07852 -0.34894
P 0.02998 0.19407 0.93942
H -0.77842 -1.71136 -1.95628
H -3.89211 0.13201 -0.87074
H -2.97787 0.99757 -2.01638
H -3.10808 -0.71417 -2.20484
H -0.33751 2.76445 2.19101
H 1.10713 2.36272 3.00546
H 1.17310 3.68699 1.82554
H 1.45287 0.22469 -1.81239
H 2.62494 -0.56287 -0.76081
H 2.03300 -1.40422 -1.98376
H -0.19943 -2.71104 1.01391
H 1.49206 -2.70606 0.69377
H 0.39719 -3.43902 -0.36679
H 2.06710 1.38459 1.33992
H 1.06674 2.16912 0.00672
```

Properties
HOMO: -8.92 eV
Kohn-Sham gap: 9.69 eV
DFT total energy: -805.6562 Eh
LUMO level: 0.028 Eh

(6)
ORCA calculation (ωB97M-V with the def2-TZVPD basis set) on C3H7BO2 in the gas phase at a distorted geometry.

The geometry in XYZ format:
```
13
Properties=species:S:1:pos:R:3
C 2.38388 -0.02337 -0.06279
B 0.59646 -0.01071 -0.01198
O -0.12494 1.11551 0.22802
C -1.52017 0.80336 0.20559
C -1.49187 -0.76593 -0.14913
O -0.11284 -1.12618 -0.28417
H 2.58045 -0.56309 0.85228
H 2.74382 1.02719 -0.09939
H 2.83027 -0.50788 -0.81458
H -2.06018 1.46388 -0.56322
H -1.92122 0.91014 1.19209
H -2.05708 -1.40734 0.74049
H -1.84658 -0.91559 -1.23320
```

Properties
HOMO: -10.55 eV
Kohn-Sham gap: 11.24 eV
SMILES: CB1OCCO1
DFT total energy: -293.8805 Eh
LUMO level: 0.025 Eh

(7)
ORCA calculation (ωB97M-V with the def2-TZVPD basis set) on 18 unconnected molecules or ions with the total composition C28H23Cl68 at a distorted geometry.

The geometry in XYZ format:
```
119
Properties=species:S:1:pos:R:3
C 1.30798 -0.50694 0.91848
C 2.16286 -1.77535 1.16843
C 1.66595 -2.99894 0.34975
C 0.69183 -3.78619 1.26590
C 0.70337 -5.31549 1.01440
C 1.04338 -6.29216 2.17111
C 0.83240 -5.83185 3.61270
C 2.20207 -5.77864 4.32784
C 3.03250 -4.54876 3.94266
C 4.54887 -4.84192 4.01221
C 4.97817 -5.44000 2.65800
H 1.95913 0.21794 0.41220
H 1.11361 -0.02711 1.89420
H 3.19880 -1.56496 0.84658
H 2.22367 -2.01693 2.23378
H 1.15759 -2.58877 -0.52045
H 2.53448 -3.60827 0.06919
H -0.29530 -3.39432 1.00965
H 0.94300 -3.45571 2.26650
H 1.44809 -5.50617 0.23856
H -0.24751 -5.61079 0.56535
H 0.41642 -7.17553 2.02348
H 2.06351 -6.65708 2.05125
H 0.28336 -4.89659 3.71067
H 0.25278 -6.58566 4.15441
H 2.76821 -6.65653 4.00302
H 2.05362 -5.82728 5.40174
H 2.80494 -3.75820 4.65031
H 2.84353 -4.22875 2.92115
H 5.05573 -3.87944 4.09532
H 4.79213 -5.50663 4.84064
H 5.90664 -6.00709 2.71294
H 5.13357 -4.62415 1.94988
H 4.16690 -6.03249 2.23459
C 4.75179 2.01979 1.59808
Cl 4.30435 0.79075 2.77840
Cl 6.46666 2.43140 1.78123
Cl 4.48637 1.36410 -0.01860
Cl 3.79300 3.47824 1.87233
C -3.52206 -2.76623 0.56511
Cl -4.95801 -1.82942 1.05796
Cl -3.11656 -3.93709 1.83179
Cl -3.87005 -3.64832 -0.93302
Cl -2.15342 -1.64073 0.32751
C 0.70534 -1.56929 8.22640
Cl 0.65624 -0.91482 6.59342
Cl -0.21168 -3.07765 8.28454
Cl 2.38252 -1.86789 8.69946
Cl -0.03009 -0.43174 9.38362
C 2.03349 7.24767 0.96925
Cl 1.85101 6.63410 -0.66916
Cl 0.66673 8.29667 1.36841
Cl 2.08669 5.88849 2.08752
Cl 3.53984 8.16963 1.08479
C -3.13398 0.58096 4.53901
Cl -2.71220 -0.44306 3.16074
Cl -2.81195 2.28311 4.14403
Cl -4.85265 0.39974 4.93237
Cl -2.18006 0.14899 5.96089
C -3.19800 4.54729 0.37653
Cl -2.01233 5.35381 1.41096
Cl -2.83210 4.87975 -1.32659
Cl -3.18333 2.81700 0.76167
Cl -4.80952 5.20812 0.70891
C 4.09925 8.89377 -3.56145
Cl 2.50807 9.37992 -2.96494
Cl 4.67984 7.50699 -2.63973
Cl 3.97926 8.45895 -5.27055
Cl 5.23226 10.23965 -3.37580
C -3.16330 7.29672 -4.92462
Cl -4.66853 6.93990 -4.08172
Cl -1.85222 6.29035 -4.29233
Cl -3.36085 6.97735 -6.65478
Cl -2.75138 8.99872 -4.67399
C 1.49284 3.64307 7.15524
Cl 0.16338 4.69338 6.64663
Cl 2.34499 3.04685 5.73464
Cl 2.60989 4.56134 8.17750
Cl 0.84422 2.27723 8.06739
C -8.17981 -4.36848 2.21158
Cl -8.70679 -5.15917 3.70549
Cl -6.42259 -4.45034 2.10395
Cl -8.94314 -5.15057 0.82563
Cl -8.68086 -2.67023 2.23703
C -4.87069 2.73874 -4.28562
Cl -6.13690 3.73047 -3.54282
Cl -4.32196 1.54431 -3.13467
Cl -5.52086 1.94660 -5.72866
Cl -3.49767 3.75149 -4.72016
C -9.15242 -2.60156 -2.76773
Cl -9.50315 -1.07618 -3.59151
Cl -10.65289 -3.26889 -2.10540
Cl -8.46801 -3.74256 -3.92117
Cl -8.01253 -2.30953 -1.45405
C 2.87229 -1.58066 -3.47120
Cl 3.56885 -0.61807 -2.17545
Cl 3.46490 -0.96496 -5.02542
Cl 3.39792 -3.25845 -3.26005
Cl 1.11249 -1.54375 -3.39844
C 7.89094 4.79739 -1.74937
Cl 6.30419 5.27569 -1.13669
Cl 8.47139 3.41149 -0.83024
Cl 7.76002 4.36946 -3.45851
Cl 9.02201 6.14679 -1.56557
C 0.60219 -3.46631 -7.87505
Cl 0.79750 -2.61489 -6.34869
Cl -1.06724 -3.30362 -8.43712
Cl 1.69899 -2.80011 -9.09485
Cl 0.99282 -5.17358 -7.61769
C -0.86178 -8.14712 -5.51712
Cl 0.87307 -8.01480 -5.78305
Cl -1.19511 -9.50184 -4.43201
Cl -1.43506 -6.64769 -4.78705
Cl -1.67804 -8.41371 -7.06362
C -3.51369 12.00195 -7.38386
Cl -2.27903 12.40132 -6.18155
Cl -5.04770 12.74705 -6.91823
Cl -3.01507 12.62071 -8.96350
Cl -3.70664 10.25276 -7.46303
```

Properties
Charge: -1
HOMO: -2.12 eV
Kohn-Sham gap: 3.30 eV
DFT total energy: -32373.4660 Eh
LUMO level: 0.043 Eh

Q: Which value of Kohn-Sham gap does entry 4 give?
A: 9.19 eV

Q: Which value of Kohn-Sham gap does entry 6 give?
A: 11.24 eV

Q: What is the formula in the second record?
A: C4H40N2O15

Q: Look up the HOMO of the seventh one.
A: -2.12 eV